Record 1
DFT (the ωB97M-V functional and the def2-TZVPD basis) results for C3H6N4 in the gas phase in a non-equilibrium geometry.

Structure (ORCA input):
```
! wB97M-V def2-TZVPD RIJCOSX def2/J DEFGRID3
* xyz 0 1
H 3.52585 0.18179 -0.21311
N 2.59949 -0.44164 -0.19541
C 1.51977 0.15747 -0.07660
C 0.27530 -0.82795 0.15803
N -0.93041 0.06475 -0.24988
N -2.20435 -0.16004 -0.17932
C -0.32437 1.41788 -0.17631
N 0.94187 1.51428 0.07594
H 0.28877 -1.59523 -0.67978
H 0.17500 -1.25963 1.12783
H -2.50582 -0.05023 1.03198
H -2.30337 -1.18373 -0.58003
H -1.05773 2.18228 -0.04335
*
```

Computed properties:
E_HOMO: -8.52 eV
energy relative to the best compared isomer or geometry (same formula, charge and spin): 93.62 kcal/mol
gap between HOMO and LUMO: 8.979 eV
LUMO: 0.462 eV



Record 2
DFT (the ωB97M-V functional and the def2-TZVPD basis) results for C3H6N4 in the gas phase in a non-equilibrium geometry.

Structure (ORCA input):
```
! wB97M-V def2-TZVPD RIJCOSX def2/J DEFGRID3
* xyz 0 1
H 3.20007 -0.19621 -0.20421
N 2.49009 0.49460 0.00143
C 1.26225 0.02012 -0.19419
C 0.08613 0.98229 0.00951
C -0.99898 -0.08507 0.04658
N -2.29534 0.16731 -0.16519
N -0.54666 -1.28990 0.01595
N 0.85047 -1.22093 -0.09192
H -0.16077 1.65123 -0.72154
H 0.19674 1.56834 0.92183
H -2.71891 0.47847 0.70765
H -2.83258 -0.61037 -0.49186
H 1.46749 -1.95988 0.16595
*
```

Computed properties:
E_HOMO: -8.11 eV
energy relative to the best compared isomer or geometry (same formula, charge and spin): 41.38 kcal/mol
gap between HOMO and LUMO: 8.952 eV
LUMO: 0.841 eV



Record 3
DFT (the ωB97M-V functional and the def2-TZVPD basis) results for C3H6N4 in the gas phase in a non-equilibrium geometry.

Structure (ORCA input):
```
! wB97M-V def2-TZVPD RIJCOSX def2/J DEFGRID3
* xyz 0 1
N 2.13894 -0.56284 0.47074
C 1.48165 0.28346 -0.53680
C -0.12104 0.28747 -0.18829
C -1.29917 0.88674 0.07794
N -2.35832 0.01474 0.15014
N -1.79653 -1.26289 -0.13511
N -0.55980 -1.05644 -0.45430
H 1.76558 -1.55365 0.36727
H 1.76877 -0.36457 1.48257
H 1.81373 1.35483 -0.28493
H 1.83518 -0.01188 -1.54931
H -1.40511 1.92050 0.06965
H -3.26388 0.06452 0.53043
*
```

Computed properties:
E_HOMO: -9.34 eV
energy relative to the best compared isomer or geometry (same formula, charge and spin): 64.75 kcal/mol
gap between HOMO and LUMO: 10.197 eV
LUMO: 0.859 eV



Record 4
DFT (the ωB97M-V functional and the def2-TZVPD basis) results for 2 unconnected molecules or ions with the total composition C3H6N4O in a non-equilibrium geometry.

Structure (ORCA input):
```
! wB97M-V def2-TZVPD RIJCOSX def2/J DEFGRID3
* xyz 0 1
C 2.44971 0.94520 -0.39709
N 3.39905 0.01997 -0.37724
N 2.72957 -1.11083 -0.04085
N 1.51433 -0.89653 0.19716
N 1.29087 0.44055 -0.04149
H 2.49873 1.93962 -0.65570
H 0.34358 0.70952 0.20428
C -1.90605 -0.88837 -0.11993
C -2.20893 0.47114 0.47965
O -1.42645 1.40795 0.42417
H -2.82122 -1.54601 -0.11293
H -1.26110 -0.90173 -0.95078
H -1.28486 -1.36105 0.52696
H -3.31724 0.77058 0.86378
*
```

Computed properties:
E_HOMO: -10.72 eV
energy relative to the best compared isomer or geometry (same formula, charge and spin): 69.62 kcal/mol
gap between HOMO and LUMO: 11.105 eV
LUMO: 0.384 eV



Record 5
DFT (the ωB97M-V functional and the def2-TZVPD basis) results for C3H6N4O in the gas phase in a non-equilibrium geometry.

Structure (ORCA input):
```
! wB97M-V def2-TZVPD RIJCOSX def2/J DEFGRID3
* xyz 0 1
O -2.44136 -0.39400 0.23793
N -1.68540 0.57846 -0.49146
C -0.48542 0.37804 -0.03627
N 0.37209 1.42831 -0.16459
C 1.58777 0.88323 0.35839
C 2.01180 -0.41475 -0.11761
N 1.17947 -1.31035 -0.18147
N -0.13965 -1.06203 0.08147
H -2.04476 -0.74813 1.29293
H -1.87263 1.52914 0.22059
H 2.58296 1.28938 -0.30550
H 1.77070 1.02839 1.44581
H 3.16606 -0.75133 -0.09312
H -0.84186 -1.71529 -0.39886
*
```

Computed properties:
E_HOMO: -9.10 eV
energy relative to the best compared isomer or geometry (same formula, charge and spin): 181.58 kcal/mol
gap between HOMO and LUMO: 9.183 eV
LUMO: 0.084 eV



Record 6
DFT (the ωB97M-V functional and the def2-TZVPD basis) results for C3H6N4O in the gas phase in a non-equilibrium geometry.

Structure (ORCA input):
```
! wB97M-V def2-TZVPD RIJCOSX def2/J DEFGRID3
* xyz 0 1
H -1.01118 2.62485 -0.71626
N -0.65838 1.99035 0.08248
C -0.02662 0.97591 -0.68535
C -0.26131 0.08668 -1.70826
C -0.20138 -1.12652 -1.20555
N 0.45544 -1.18502 -0.03018
O -0.47917 -1.52483 0.89429
N 0.93808 0.25173 0.27282
N 0.52570 0.49702 1.72547
H -0.64173 0.18366 -2.72198
H -0.69148 -2.00441 -1.55712
H -0.26343 -1.50895 1.88745
H -0.58503 1.00181 1.39809
H 1.13623 1.40668 1.79624
*
```

Computed properties:
E_HOMO: -8.86 eV
energy relative to the best compared isomer or geometry (same formula, charge and spin): 190.45 kcal/mol
gap between HOMO and LUMO: 8.838 eV
LUMO: -0.018 eV